(1)
C59H88N3O3P2RbSe as an isolated structure. Source: OMol25; level of theory: ωB97M-V with the def2-TZVPD basis set.

Calculated values
Net charge: -2
ΔE to the lowest compared entry with this formula, charge and spin in kJ/mol: 34.3
Orbital gap in eV: 5.263
Energy in eV: -157806.63569
LUMO energy in hartree: 0.133

XYZ file:
```
157
C59H88N3O3P2RbSe | OMol25 | ωB97M-V with the def2-TZVPD basis set
Rb 1.058 -0.906 -0.230
C -6.587 2.722 1.430
C -5.438 2.628 2.443
C -4.904 4.038 2.694
C -5.990 2.107 3.779
C -4.358 1.689 1.911
C -3.102 2.115 1.485
C -2.157 1.241 0.983
Se -0.512 1.946 0.235
C -1.207 2.762 -1.359
C -1.915 3.942 -1.272
C -2.466 4.570 -2.389
C -2.225 3.948 -3.610
C -1.484 2.786 -3.774
C -0.942 2.107 -2.619
O -0.286 1.030 -2.695
C -1.352 2.251 -5.213
C -2.737 1.815 -5.720
C -0.811 3.350 -6.147
C -0.411 1.053 -5.377
C -3.287 5.846 -2.236
C -3.773 6.388 -3.580
C -2.448 6.940 -1.560
C -4.521 5.566 -1.367
C -2.373 -0.184 0.952
O -1.473 -0.989 0.570
C -3.683 -0.620 1.381
C -4.613 0.323 1.791
C -4.140 -2.089 1.301
C -3.022 -3.112 1.064
C -5.145 -2.226 0.147
C -4.828 -2.519 2.610
H -7.377 3.388 1.794
H -7.026 1.739 1.249
H -6.223 3.104 0.475
H -5.694 4.663 3.121
H -4.566 4.516 1.775
H -4.065 4.029 3.393
H -6.771 2.774 4.158
H -5.198 2.044 4.530
H -6.424 1.111 3.677
H -2.840 3.167 1.524
H -2.039 4.385 -0.287
H -2.646 4.396 -4.503
H -3.452 2.640 -5.696
H -3.135 1.011 -5.098
H -2.668 1.450 -6.751
H -1.470 4.216 -6.201
H -0.699 2.953 -7.161
H 0.166 3.694 -5.803
H -0.727 0.202 -4.780
H 0.605 1.292 -5.063
H -0.393 0.779 -6.439
H -2.939 6.627 -4.243
H -4.354 7.302 -3.423
H -4.414 5.667 -4.091
H -1.573 7.183 -2.167
H -2.090 6.608 -0.585
H -3.037 7.851 -1.414
H -5.153 4.805 -1.829
H -5.115 6.476 -1.221
H -4.224 5.192 -0.389
H -5.603 -0.032 2.058
H -2.522 -2.968 0.111
H -3.469 -4.113 1.099
H -2.246 -3.054 1.829
H -4.676 -1.946 -0.798
H -6.010 -1.576 0.296
H -5.499 -3.260 0.065
H -4.129 -2.460 3.448
H -5.159 -3.559 2.529
H -5.699 -1.914 2.859
C 6.136 2.102 -0.692
C 6.174 0.682 -1.249
C 7.166 -0.156 -0.447
P 4.484 -0.118 -1.250
C 3.635 0.843 -2.612
C 2.636 -0.030 -3.398
C 2.903 2.061 -2.034
C 4.869 -1.707 -2.092
C 5.748 -1.733 -3.169
C 6.124 -2.892 -3.836
C 7.115 -2.868 -4.965
C 5.570 -4.079 -3.362
C 4.670 -4.101 -2.319
C 4.245 -2.918 -1.650
N 3.387 -2.898 -0.608
C 2.515 -3.915 -0.334
C 1.839 -4.707 -1.286
C 0.842 -5.592 -0.921
C 0.452 -5.750 0.406
C -0.692 -6.644 0.793
C 1.116 -4.980 1.356
C 2.127 -4.085 1.029
P 2.776 -2.802 2.155
C 2.029 -3.295 3.792
C 2.392 -4.673 4.360
C 2.347 -2.206 4.819
C 4.576 -3.213 2.497
C 5.349 -1.899 2.527
C 5.245 -4.208 1.554
H 7.155 2.482 -0.568
H 5.648 2.130 0.286
H 5.606 2.792 -1.347
H 6.527 0.746 -2.285
H 6.897 -0.167 0.611
H 8.171 0.273 -0.525
H 7.205 -1.190 -0.792
H 4.421 1.188 -3.296
H 2.600 -1.064 -3.043
H 2.920 -0.093 -4.451
H 1.629 0.386 -3.338
H 2.052 1.756 -1.419
H 2.477 2.668 -2.837
H 3.542 2.696 -1.421
H 6.168 -0.792 -3.516
H 7.096 -1.908 -5.486
H 6.902 -3.645 -5.704
H 8.143 -3.027 -4.620
H 5.848 -5.021 -3.829
H 4.280 -5.053 -1.988
H 2.075 -4.578 -2.335
H 0.331 -6.154 -1.699
H -0.779 -7.497 0.115
H -1.647 -6.111 0.770
H -0.566 -7.037 1.804
H 0.798 -5.074 2.388
H 0.949 -3.261 3.610
H 3.290 -4.609 4.980
H 2.583 -5.416 3.584
H 1.593 -5.059 5.001
H 3.414 -2.209 5.064
H 1.803 -2.379 5.753
H 2.096 -1.214 4.443
H 4.598 -3.656 3.499
H 5.265 -1.406 1.557
H 6.410 -2.073 2.740
H 4.956 -1.206 3.274
H 5.400 -3.775 0.568
H 4.645 -5.110 1.424
H 6.219 -4.500 1.962
N 1.004 0.338 2.424
C 0.243 0.437 3.286
N -0.648 0.534 4.252
C -1.526 -0.584 4.580
C -2.933 -0.059 4.801
O -2.934 1.017 5.740
C -2.214 2.113 5.199
C -0.750 1.745 5.052
H -1.156 -1.091 5.481
H -1.513 -1.284 3.743
H -3.571 -0.840 5.215
H -3.351 0.280 3.849
H -2.333 2.951 5.888
H -2.629 2.380 4.219
H -0.314 1.573 6.045
H -0.188 2.534 4.551
```

Mulliken population analysis, charges in e, atoms 1 to 8:
1. Rb 0.793
2. C -1.834
3. C 2.200
4. C -1.529
5. C -1.751
6. C 0.208
7. C -0.706
8. C 0.283



(2)
C3H9NO2 as an isolated structure in a non-equilibrium geometry. Source: OMol25; level of theory: ωB97M-V with the def2-TZVPD basis set.

Calculated values
Net charge: 0
ΔE to the lowest compared entry with this formula, charge and spin in kJ/mol: 678.3
Orbital gap (spin up / spin down) in eV: 8.808 / 8.977
Energy in eV: -8835.92474
LUMO energy (spin up / spin down) in hartree: -0.006 / -0.007

XYZ file:
```
15
C3H9NO2 | OMol25 | ωB97M-V with the def2-TZVPD basis set
C -0.576 0.464 0.569
C -1.810 0.852 -0.235
C 0.827 1.040 -0.407
N 1.613 -2.265 0.019
O -0.577 -0.830 0.889
O 1.100 -1.244 0.721
H -0.406 1.118 1.438
H 2.078 -2.930 0.633
H 0.916 -2.637 -0.623
H -2.704 0.720 0.383
H -1.905 0.199 -1.107
H -1.785 1.895 -0.562
H 0.929 0.496 -1.343
H 1.751 1.040 0.166
H 0.548 2.083 -0.541
```

Mulliken population analysis, charges in e, atoms 1 to 8:
1. C 0.446
2. C -1.224
3. C -1.183
4. N -0.283
5. O -0.369
6. O -0.178
7. H 0.213
8. H 0.237



(3)
An isolated molecule of C8H12N2O in a non-equilibrium geometry. Source: OMol25; level of theory: ωB97M-V with the def2-TZVPD basis set.

Calculated values
Net charge: 0
ΔE to the lowest compared entry with this formula, charge and spin in kJ/mol: 538.6
Orbital gap in eV: 8.556
Energy in eV: -13512.83198
LUMO energy in hartree: 0.033

XYZ file:
```
23
C8H12N2O | OMol25 | ωB97M-V with the def2-TZVPD basis set
N 2.567 -0.728 0.630
N 1.497 -0.637 -0.337
C 0.269 -1.275 -0.057
C -0.840 -1.116 -0.728
C -2.110 -1.444 -0.131
C -2.940 -0.493 0.354
C -2.535 0.894 0.068
C -1.338 1.213 0.351
O -0.486 2.106 -0.159
C 0.835 1.756 0.024
C 1.556 0.695 -0.954
H 2.788 -1.707 0.793
H 2.151 -0.413 1.558
H 0.555 -1.964 0.788
H -0.897 -0.425 -1.534
H -2.384 -2.512 0.155
H -4.000 -0.767 0.586
H -3.114 1.373 -0.827
H -0.925 0.685 1.179
H 0.976 1.141 1.050
H 1.444 2.699 0.126
H 1.075 0.932 -1.924
H 2.547 0.962 -1.003
```

Mulliken population analysis, charges in e, atoms 1 to 8:
1. N -0.744
2. N 0.148
3. C -0.351
4. C -0.340
5. C -0.359
6. C -0.446
7. C -0.163
8. C -0.339



(4)
C44H28BrCl4N4O4S3Tl as an isolated structure. Source: OMol25; level of theory: ωB97M-V with the def2-TZVPD basis set.

Calculated values
Net charge: 0
ΔE to the lowest compared entry with this formula, charge and spin in kJ/mol: 89.8
Orbital gap in eV: 4.912
Energy in eV: -217564.41230
LUMO energy in hartree: -0.065

XYZ file:
```
89
C44H28BrCl4N4O4S3Tl | OMol25 | ωB97M-V with the def2-TZVPD basis set
Tl -0.291 0.480 -0.569
Br -6.150 2.336 -5.250
C -4.395 2.162 -4.545
C -3.422 1.498 -5.270
C -2.147 1.354 -4.751
C -1.769 1.859 -3.456
O -0.609 1.681 -3.018
C -2.831 2.542 -2.732
C -2.655 3.094 -1.403
N -1.725 2.768 -0.593
C -1.715 3.281 0.712
C -2.851 3.548 1.438
C -2.782 4.023 2.762
C -1.578 4.217 3.372
C -0.382 3.913 2.679
C 0.894 4.053 3.272
C 2.006 3.707 2.562
C 1.838 3.204 1.254
N 0.679 3.068 0.668
C -0.440 3.428 1.352
C -4.086 2.701 -3.304
H -3.659 1.107 -6.253
H -1.359 0.910 -5.346
H -3.412 3.833 -1.106
H -3.820 3.360 0.994
H -3.701 4.226 3.296
H -1.516 4.582 4.391
H 0.969 4.420 4.290
H 2.997 3.791 2.987
H 2.707 2.893 0.681
H -4.850 3.239 -2.754
Cl -3.230 -2.661 -7.092
C -3.049 -2.020 -5.514
C -4.267 -1.763 -4.727
Cl -5.775 -2.118 -5.452
C -4.217 -1.254 -3.483
Cl -5.608 -0.948 -2.544
C -2.925 -0.949 -2.840
O -2.837 -0.577 -1.693
C -1.656 -1.196 -3.661
O -0.578 -0.943 -3.180
C -1.830 -1.725 -5.032
Cl -0.391 -1.952 -5.926
S 4.981 -4.719 -3.386
C 4.370 -5.302 -4.871
C 3.053 -5.001 -5.026
C 2.526 -4.287 -3.920
C 3.453 -4.058 -2.940
C 3.269 -3.346 -1.673
C 2.075 -2.626 -1.435
N 1.824 -1.958 -0.339
C 2.769 -1.911 0.622
C 3.990 -2.590 0.501
C 4.962 -2.506 1.555
C 4.731 -1.761 2.656
C 3.504 -1.027 2.803
C 3.232 -0.228 3.924
C 2.040 0.459 4.011
C 1.135 0.317 2.939
N 1.357 -0.434 1.890
C 2.520 -1.106 1.802
C 1.706 1.313 5.153
C 2.558 1.993 5.978
C 1.882 2.743 6.974
C 0.529 2.615 6.890
S 0.069 1.588 5.605
C 4.217 -3.326 -0.674
H 5.017 -5.831 -5.551
H 2.476 -5.274 -5.897
H 1.499 -3.959 -3.863
H 1.304 -2.587 -2.197
H 5.892 -3.050 1.442
H 5.470 -1.695 3.444
H 3.962 -0.169 4.724
H 0.183 0.847 2.948
H 3.633 1.979 5.860
H 2.378 3.354 7.714
H -0.222 3.066 7.519
H 5.151 -3.865 -0.782
C -1.389 -2.056 3.357
S -2.512 -1.430 2.098
C -1.976 -2.539 0.788
O -2.024 -0.073 1.713
H -1.733 -3.037 3.682
H -1.431 -1.357 4.192
H -0.380 -2.103 2.955
H -2.115 -3.574 1.106
H -0.925 -2.333 0.576
H -2.591 -2.326 -0.082
```

Mulliken population analysis, charges in e, atoms 1 to 8:
1. Tl 0.964
2. Br -0.220
3. C -0.415
4. C -0.418
5. C -0.611
6. C 0.138
7. O -0.867
8. C 0.796